1.
A cluster of 4 separate species, C25H59B2BrO2 in total, computed with ωB97M-V/def2-TZVPD.

Each line ends with the Mulliken charge.
Cartesian coordinates (Å):
C 11.214 -0.806 1.438  -1.25
C 11.135 -1.482 0.059  -0.38
C 11.374 -0.523 -1.112  -0.71
C 10.149 0.290 -1.604  -0.74
C 8.876 0.232 -0.750  -0.15
C 7.997 1.463 -0.966  -0.86
C 6.596 1.278 -0.351  -0.58
B 5.527 0.597 -1.264  0.53
Br 5.221 1.344 -3.013  -0.26
B 4.558 -0.753 -0.874  0.30
O 5.195 -1.945 -0.650  -0.51
O 3.188 -0.749 -0.796  -0.64
H 12.174 -0.995 1.919  0.36
H 10.428 -1.151 2.112  0.30
H 11.107 0.278 1.358  0.35
H 11.897 -2.263 0.011  0.39
H 10.174 -1.985 -0.062  0.26
H 11.760 -1.100 -1.955  0.33
H 12.179 0.162 -0.832  0.33
H 10.435 1.341 -1.705  0.29
H 9.890 -0.038 -2.613  0.33
H 9.122 0.161 0.311  0.24
H 8.294 -0.659 -1.006  0.27
H 8.486 2.331 -0.514  0.39
H 7.924 1.679 -2.036  0.29
H 6.692 0.711 0.580  0.34
H 6.185 2.261 -0.081  0.23
H 4.670 -2.720 -0.868  0.30
H 2.788 0.114 -0.937  0.27
C 1.772 2.667 -1.626  -0.68
C 0.825 1.832 -2.483  -0.20
C -0.530 2.497 -2.720  -0.92
C -1.339 2.768 -1.450  -0.93
C -1.618 1.534 -0.594  -0.02
C -2.431 0.465 -1.314  -0.84
H 1.372 2.836 -0.624  0.27
H 2.738 2.170 -1.527  -0.29
H 1.956 3.642 -2.081  0.38
H 0.679 0.850 -2.021  0.20
H 1.296 1.640 -3.450  0.40
H -1.115 1.873 -3.401  0.32
H -0.372 3.446 -3.241  0.43
H -2.293 3.222 -1.737  0.42
H -0.825 3.515 -0.839  0.33
H -2.159 1.849 0.303  0.04
H -0.678 1.102 -0.239  0.41
H -3.384 0.874 -1.656  0.21
H -2.646 -0.374 -0.650  -0.14
H -1.908 0.064 -2.184  0.50
C -8.816 0.733 0.202  -0.98
C -8.246 2.010 0.810  -0.38
C -7.006 2.530 0.084  -1.02
C -5.823 1.561 0.076  -0.07
C -5.344 1.119 1.457  0.59
C -4.839 2.264 2.327  -1.57
H -8.102 -0.092 0.254  0.07
H -9.720 0.416 0.723  0.39
H -9.073 0.884 -0.849  0.30
H -8.014 1.838 1.865  0.21
H -9.011 2.790 0.795  0.39
H -6.701 3.479 0.534  0.36
H -7.271 2.761 -0.953  0.41
H -4.985 2.033 -0.447  -0.12
H -6.082 0.673 -0.509  0.37
H -4.541 0.387 1.322  -0.21
H -6.148 0.587 1.976  0.25
H -4.021 2.795 1.833  0.25
H -4.468 1.898 3.285  0.43
H -5.626 2.990 2.536  0.37
C -2.764 -2.604 1.688  -1.00
C -3.676 -3.428 0.785  -0.63
C -5.071 -2.826 0.621  -0.29
C -5.865 -2.687 1.921  -0.20
C -6.089 -3.987 2.691  -0.68
C -6.886 -5.025 1.910  -1.23
H -3.154 -2.539 2.705  0.30
H -1.766 -3.041 1.748  0.40
H -2.658 -1.584 1.310  0.08
H -3.752 -4.447 1.176  0.38
H -3.218 -3.518 -0.204  0.39
H -5.638 -3.425 -0.097  0.45
H -4.975 -1.831 0.170  -0.09
H -6.840 -2.247 1.683  0.28
H -5.362 -1.965 2.570  0.21
H -6.615 -3.752 3.620  0.39
H -5.127 -4.414 2.991  0.29
H -7.860 -4.627 1.616  0.29
H -7.059 -5.922 2.507  0.40
H -6.366 -5.332 1.001  0.29

LUMO = 0.252 eV
net charge = 0

2.
A structure of composition C25H59N8O9Y at a distorted geometry, computed with ωB97M-V/def2-TZVPD.

Each line ends with the Mulliken charge.
Cartesian coordinates (Å):
Y -0.693 4.213 -1.434  1.80
C -0.656 1.130 0.376  0.77
O -0.738 2.486 0.086  -0.50
H -0.908 0.860 1.411  -0.45
H -1.382 0.536 -0.197  -0.08
H 0.345 0.723 0.191  -0.45
C 0.357 2.688 -5.296  -1.21
C 0.885 2.351 -3.936  0.75
O 0.241 2.644 -2.888  -0.40
N 2.028 1.698 -3.861  -0.02
C 2.573 1.129 -2.619  -0.79
H 0.073 3.738 -5.383  0.28
H -0.582 2.140 -5.425  0.32
H 1.011 2.411 -6.117  0.41
H 2.432 1.430 -4.746  0.28
H 3.021 0.150 -2.762  0.58
H 1.746 1.057 -1.913  -0.18
H 3.286 1.864 -2.243  0.36
C 2.893 -1.587 0.483  0.07
C 3.766 -1.841 -0.737  0.31
O 3.253 -2.293 -1.753  -0.62
N 5.070 -1.570 -0.604  -0.17
C 6.038 -1.673 -1.689  -0.83
H 3.416 -1.173 1.345  0.45
H 2.338 -2.497 0.693  0.12
H 2.139 -0.833 0.237  -0.43
H 5.370 -1.223 0.290  0.26
H 6.045 -2.713 -2.016  0.30
H 7.054 -1.472 -1.363  0.37
H 5.749 -1.001 -2.495  0.23
C -0.293 0.428 4.337  0.02
C 1.061 -0.189 4.644  0.40
O 1.747 0.199 5.574  -0.67
N 1.453 -1.273 3.911  -0.02
C 0.637 -1.960 2.926  -0.80
H -0.216 1.441 4.726  0.22
H -1.048 -0.148 4.870  0.57
H -0.517 0.469 3.271  -0.52
H 2.381 -1.589 4.140  0.27
H -0.420 -1.959 3.182  0.58
H 0.973 -2.980 2.780  0.45
H 0.676 -1.417 1.976  -0.17
C 0.603 3.780 3.239  -0.30
C -0.777 3.740 3.882  0.23
O -0.987 4.217 4.977  -0.62
N -1.765 3.175 3.146  0.01
C -3.132 2.974 3.580  -1.11
H 1.021 2.774 3.294  0.16
H 1.276 4.488 3.713  0.44
H 0.486 4.104 2.201  -0.01
H -1.577 2.812 2.225  0.07
H -3.169 2.777 4.648  0.37
H -3.568 2.152 3.010  0.34
H -3.747 3.840 3.312  0.34
C -3.195 -3.141 -3.470  -1.74
C -1.882 -2.997 -2.748  0.97
O -1.564 -3.739 -1.833  -0.62
N -1.098 -1.960 -3.135  -0.01
C 0.176 -1.706 -2.484  -0.60
H -3.055 -2.839 -4.514  0.50
H -4.011 -2.545 -3.060  0.25
H -3.528 -4.176 -3.478  0.52
H -1.300 -1.465 -3.982  0.29
H 0.809 -0.961 -2.957  0.41
H 0.725 -2.645 -2.422  0.39
H 0.016 -1.422 -1.438  -0.27
C -1.549 -2.896 0.736  1.19
C -2.162 -3.798 1.811  -0.08
O -3.349 -3.671 2.053  -0.68
N -1.355 -4.659 2.451  -0.11
C -1.897 -5.416 3.580  -0.95
H -1.630 -1.832 0.956  -0.19
H -2.100 -3.060 -0.186  -0.91
H -0.517 -3.180 0.523  0.33
H -0.467 -4.905 2.056  0.30
H -1.061 -5.900 4.078  0.36
H -2.594 -6.183 3.243  0.31
H -2.445 -4.748 4.238  0.28
C 3.247 3.596 0.617  -1.25
C 2.696 4.549 -0.409  0.62
O 1.550 4.380 -0.880  -0.46
N 3.463 5.593 -0.716  -0.09
C 2.979 6.686 -1.537  -0.88
H 3.244 4.101 1.587  0.46
H 4.312 3.386 0.484  0.50
H 2.718 2.649 0.641  0.16
H 4.381 5.682 -0.311  0.28
H 2.695 6.371 -2.544  0.26
H 3.769 7.418 -1.682  0.36
H 2.125 7.174 -1.062  0.27
C -4.752 -4.145 -1.380  -0.79
C -5.121 -2.705 -1.708  0.61
O -6.011 -2.445 -2.493  -0.63
N -4.350 -1.767 -1.110  0.06
C -4.399 -0.386 -1.489  -0.79
H -5.672 -4.719 -1.453  0.37
H -4.349 -4.256 -0.372  0.16
H -3.982 -4.506 -2.063  0.16
H -3.540 -2.119 -0.629  0.08
H -5.389 0.066 -1.404  0.36
H -4.046 -0.220 -2.512  0.24
H -3.808 0.223 -0.797  0.22

LUMO = -8.680 eV
energy relative to the best compared isomer or geometry (same formula, charge and spin) = 3.082 eV
net charge = +2

3.
A cluster of 6 separate species, C25H60IN4O5 in total at a distorted geometry, computed with ωB97M-V/def2-TZVPD.

Each line ends with the Mulliken charge.
Cartesian coordinates (Å):
C 3.589 -2.604 0.148  -0.73
N 2.991 -1.251 0.344  -0.15
C 2.155 -0.810 -0.802  -0.91
C 0.618 -1.032 -0.394  0.59
C 0.146 -2.503 -0.437  -0.16
N -1.237 -2.338 0.009  0.75
N -2.003 -3.495 0.117  -1.04
C -1.542 -0.976 0.274  -0.70
N -0.411 -0.109 0.037  -0.12
I -0.159 1.916 0.245  0.39
H 3.680 -3.078 1.193  0.26
H 4.612 -2.613 -0.358  0.31
H 2.897 -3.270 -0.471  0.19
H 3.678 -0.547 0.636  0.28
H 2.332 0.302 -1.063  0.41
H 2.326 -1.392 -1.773  0.33
H 0.713 -3.453 -0.705  0.32
H -1.342 -4.278 0.235  0.31
H -2.542 -3.436 1.002  0.31
H -2.550 -0.587 0.633  0.38
C -1.428 8.458 -2.124  -1.03
C -1.201 7.139 -2.844  -0.30
O -0.533 6.165 -2.050  -0.40
C -1.185 5.775 -0.851  -0.07
C -2.559 5.168 -1.079  -0.98
H -0.475 8.876 -1.783  0.30
H -1.910 9.177 -2.791  0.39
H -2.064 8.339 -1.245  0.26
H -0.566 7.319 -3.714  0.33
H -2.142 6.733 -3.228  0.30
H -1.237 6.621 -0.157  0.33
H -0.542 5.026 -0.375  -0.06
H -3.246 5.875 -1.545  0.34
H -2.997 4.851 -0.128  0.37
H -2.487 4.297 -1.738  0.22
C -1.270 -0.512 -4.557  -1.28
C -0.032 0.103 -3.928  0.45
O 0.997 0.390 -4.861  -0.43
C 0.671 1.305 -5.901  -0.38
C 0.259 2.676 -5.393  -1.06
H -1.012 -1.434 -5.087  0.35
H -2.014 -0.744 -3.789  0.38
H -1.736 0.159 -5.280  0.32
H 0.387 -0.608 -3.210  -0.20
H -0.286 1.004 -3.357  0.13
H -0.098 0.878 -6.552  0.36
H 1.569 1.412 -6.516  0.35
H -0.641 2.631 -4.777  0.29
H 0.058 3.347 -6.232  0.44
H 1.054 3.111 -4.780  0.26
C -2.158 -2.385 6.673  -0.79
C -2.272 -1.137 5.814  -0.36
O -1.017 -0.540 5.509  -0.44
C -0.094 -1.347 4.793  -0.69
C -0.611 -1.803 3.439  -0.63
H -1.640 -2.158 7.610  0.31
H -3.150 -2.779 6.907  0.37
H -1.595 -3.175 6.173  0.07
H -2.848 -0.386 6.360  0.37
H -2.828 -1.343 4.893  0.26
H 0.216 -2.200 5.404  0.35
H 0.801 -0.737 4.641  0.36
H -1.505 -2.425 3.531  0.22
H 0.152 -2.386 2.917  0.42
H -0.876 -0.940 2.822  0.22
C -4.293 -7.658 8.598  -1.04
C -4.405 -6.410 7.739  -0.35
O -3.150 -5.815 7.434  -0.37
C -2.226 -6.622 6.717  -0.38
C -2.742 -7.077 5.363  -1.04
H -3.775 -7.432 9.535  0.30
H -5.286 -8.051 8.830  0.38
H -3.731 -8.448 8.098  0.26
H -4.981 -5.658 8.285  0.31
H -4.961 -6.614 6.818  0.32
H -1.918 -7.476 7.329  0.33
H -1.330 -6.012 6.567  0.35
H -3.635 -7.699 5.453  0.27
H -1.979 -7.660 4.842  0.40
H -3.005 -6.214 4.745  0.26
C 4.172 2.081 -5.134  -0.63
C 5.409 2.696 -4.501  -0.65
O 6.441 2.982 -5.433  -0.43
C 6.117 3.897 -6.473  -0.31
C 5.703 5.268 -5.967  -0.99
H 4.432 1.159 -5.665  0.32
H 3.427 1.848 -4.369  0.25
H 3.708 2.753 -5.858  0.22
H 5.827 1.985 -3.783  0.34
H 5.154 3.595 -3.931  0.35
H 5.349 3.469 -7.126  0.28
H 7.016 4.003 -7.086  0.33
H 4.802 5.223 -5.352  0.23
H 5.503 5.938 -6.807  0.38
H 6.496 5.704 -5.353  0.29

LUMO = -4.607 eV
net charge = +1

E_HOMO values, unit eV, following the record order: -9.719, -12.766, -11.105.
Energy values, unit eV, following the record order: -102376.5117, -58261.0747, -51183.7090.